[1]
Below is a molecular structure, C6H11N at a distorted geometry, with properties calculated with ωB97M-V/def2-TZVPD.

Properties
2S+1: 1
orbital gap: 8.6 eV
LUMO level: 0.72 eV
ΔE to the lowest compared entry with this formula, charge and spin: 6.0547 eV
HOMO energy: -7.85 eV

Each line ends with the Löwdin charge.
CARTESIAN COORDINATES (ANGSTROEM)
1 C -1.5981 1.1180 0.0335  -0.143
2 N -0.6028 1.8784 0.6849  -0.072
3 C 0.7464 1.6243 0.3293  -0.278
4 C 1.9142 2.0258 0.3893  0.117
5 H -0.7155 1.9078 1.6918  0.127
6 H -2.5606 1.1464 0.5382  0.084
7 H -1.1209 -0.0047 -0.1519  0.066
8 H -1.6697 1.4021 -1.0163  0.082
9 H 2.7178 2.7165 0.3815  0.021
10 C 0.3732 -1.9110 0.7447  -0.107
11 C 0.1828 -1.0252 -0.4456  -0.330
12 C 0.1885 -1.4354 -1.7055  -0.005
13 H 0.6774 0.1929 -0.1607  0.099
14 H 0.4151 -2.9639 0.4587  0.073
15 H 1.3045 -1.6557 1.2613  0.079
16 H -0.4368 -1.7734 1.4630  0.073
17 H 0.1440 -2.4876 -1.9643  0.057
18 H 0.0403 -0.7552 -2.5319  0.055

=====

[2]
Below is C6H11N in the gas phase at a distorted geometry, with properties calculated with ωB97M-V/def2-TZVPD.

Properties
2S+1: 1
orbital gap: 9.5 eV
SMILES: C=NC(=C)CCC
LUMO level: 1.00 eV
ΔE to the lowest compared entry with this formula, charge and spin: 1.9374 eV
HOMO energy: -8.55 eV

Each line ends with the Löwdin charge.
CARTESIAN COORDINATES (ANGSTROEM)
1 C -0.1233 1.8955 0.8096  -0.125
2 C -1.2224 0.8595 1.0076  -0.229
3 C -0.7243 -0.5983 0.9305  -0.160
4 C 0.4476 -0.8736 -0.0018  -0.403
5 C 1.6511 -1.1504 0.4915  0.038
6 C -0.0519 0.0565 -2.1475  -0.024
7 N 0.2630 -0.9010 -1.3941  0.046
8 H 0.2443 1.9836 -0.2085  0.040
9 H -0.5954 2.8930 0.8094  0.073
10 H 0.7015 1.9912 1.5109  0.078
11 H -1.5450 0.9363 2.0470  0.103
12 H -2.0020 1.0802 0.2913  0.101
13 H -0.3147 -0.9240 1.8846  0.102
14 H -1.5439 -1.2604 0.6388  0.111
15 H 2.5187 -1.0455 -0.1554  0.062
16 H 1.8462 -1.2960 1.5432  0.055
17 H -0.1225 -0.1753 -3.2135  0.070
18 H -0.2235 1.1026 -1.8879  0.062

=====

[3]
Below is C6H11N in the gas phase at a distorted geometry, with properties calculated with ωB97M-V/def2-TZVPD.

Properties
2S+1: 1
orbital gap: 9.9 eV
SMILES: C1CC[C@@H]2N[C@H]2C1
LUMO level: 1.10 eV
ΔE to the lowest compared entry with this formula, charge and spin: 5.6137 eV
HOMO energy: -8.81 eV

Each line ends with the Löwdin charge.
CARTESIAN COORDINATES (ANGSTROEM)
1 C -1.5352 -0.4906 -0.1805  -0.133
2 C -1.0061 0.9832 0.0569  -0.235
3 C 0.4529 1.4676 -0.0205  -0.154
4 C 1.3195 0.2226 0.5753  -0.383
5 C 0.8746 -0.8011 -0.3648  -0.314
6 C -0.2534 -1.6116 0.2219  -0.127
7 H -2.1281 -0.6937 -1.1457  0.108
8 H -2.1842 -0.7149 0.8630  0.140
9 H -1.4689 1.1339 0.9566  0.044
10 H -1.8103 1.5638 -0.6073  0.143
11 H 0.8270 2.4338 0.3958  0.103
12 H 0.8172 1.5436 -1.0843  0.105
13 H 1.0936 0.2049 1.7344  0.181
14 H 2.7956 0.0607 -0.9545  0.152
15 H 0.4752 -0.2604 -1.2621  0.125
16 H -0.2184 -2.6167 -0.3279  0.101
17 H -0.3834 -2.0017 1.2201  0.079
18 N 2.3324 -0.4234 -0.0763  0.067

=====

[4]
Below is C6H11N in the gas phase at a distorted geometry, with properties calculated with ωB97M-V/def2-TZVPD.

Properties
2S+1: 1
orbital gap: 12.2 eV
SMILES: CCC[C@@H](C)C#N
LUMO level: 0.93 eV
ΔE to the lowest compared entry with this formula, charge and spin: 0.2528 eV
HOMO energy: -11.26 eV

Each line ends with the Löwdin charge.
CARTESIAN COORDINATES (ANGSTROEM)
1 C 1.5342 0.3675 -2.2147  -0.111
2 C 0.5414 -0.2106 -1.2057  -0.280
3 C 0.2845 0.5520 0.1082  -0.168
4 C -0.4231 -0.3615 1.1552  -0.356
5 C -1.2811 0.3268 2.2325  -0.069
6 C -1.2790 -1.3494 0.4741  -0.234
7 N -1.9521 -2.1112 -0.0786  0.162
8 H 1.7147 -0.3873 -2.9897  0.072
9 H 1.1538 1.2612 -2.7211  0.071
10 H 2.5046 0.6121 -1.7685  0.070
11 H -0.4214 -0.3416 -1.7114  0.105
12 H 0.8756 -1.2233 -0.9483  0.109
13 H 1.2300 0.8975 0.5469  0.116
14 H -0.3215 1.4487 -0.0751  0.118
15 H 0.3560 -0.9394 1.6698  0.144
16 H -0.6959 1.0250 2.8382  0.081
17 H -2.1218 0.8669 1.7855  0.086
18 H -1.6987 -0.4332 2.9027  0.083

=====

[5]
Below is C6H11N in the gas phase at a distorted geometry, with properties calculated with ωB97M-V/def2-TZVPD.

Properties
2S+1: 1
orbital gap: 10.2 eV
SMILES: C=CC(=C)CCN
LUMO level: 1.00 eV
ΔE to the lowest compared entry with this formula, charge and spin: 2.8259 eV
HOMO energy: -9.16 eV

Each line ends with the Löwdin charge.
CARTESIAN COORDINATES (ANGSTROEM)
1 C 0.5204 -1.6695 -0.3485  -0.276
2 C -0.0060 -0.5614 -1.2127  -0.140
3 C -0.0297 0.6938 -0.2429  -0.341
4 C 0.8175 1.7329 -0.3531  0.044
5 C -2.2952 1.1681 0.6888  0.027
6 C -1.0415 0.6814 0.8470  -0.166
7 N 1.8303 -1.5776 0.4425  -0.035
8 H 0.5812 -2.6314 -0.8861  0.109
9 H -0.1674 -1.6851 0.5237  0.096
10 H 0.4478 -0.2626 -2.1392  0.100
11 H -1.0667 -0.7947 -1.3900  0.115
12 H 1.7969 1.7163 -0.8193  0.067
13 H 0.4675 2.5912 0.2241  0.065
14 H -2.8595 1.1820 1.6064  0.044
15 H -2.8728 1.0742 -0.2194  0.062
16 H -0.6674 0.3745 1.8306  0.110
17 H 1.9716 -0.6063 0.8576  0.069
18 H 1.6594 -2.1061 1.3049  0.050

=====

[6]
Below is C6H11N in the gas phase at a distorted geometry, with properties calculated with ωB97M-V/def2-TZVPD.

Properties
2S+1: 1
orbital gap: 7.8 eV
SMILES: C/C=C/C(C)=C/N
LUMO level: 0.90 eV
ΔE to the lowest compared entry with this formula, charge and spin: 3.4584 eV
HOMO energy: -6.87 eV

Each line ends with the Löwdin charge.
CARTESIAN COORDINATES (ANGSTROEM)
1 C -0.7847 1.2231 -0.9370  -0.065
2 N -2.0762 -1.2824 -1.9205  0.059
3 C -0.7284 -1.1241 -1.6154  -0.179
4 C -0.3118 -0.2414 -0.6563  -0.316
5 C 0.8324 -0.3404 0.2590  -0.139
6 C 0.7405 0.1007 1.5221  -0.182
7 C 1.9139 0.5237 2.3837  -0.107
8 H -1.6842 1.3480 -0.3181  0.064
9 H -0.9626 1.3197 -2.0123  0.065
10 H 0.0300 1.9289 -0.6865  0.081
11 H -2.2497 -2.1765 -2.3523  0.083
12 H -2.6859 -1.1127 -1.1388  0.091
13 H -0.0229 -1.4871 -2.3481  0.117
14 H 1.8537 -0.4208 -0.1838  0.114
15 H -0.2574 -0.0326 1.9227  0.101
16 H 2.8598 0.2496 1.9095  0.073
17 H 1.8015 -0.0013 3.3515  0.065
18 H 1.7321 1.5255 2.8206  0.075

=====

[7]
Below is C6H11N in the gas phase at a distorted geometry, with properties calculated with ωB97M-V/def2-TZVPD.

Properties
2S+1: 1
orbital gap: 9.6 eV
SMILES: [H]/N=C(/C=C)C(C)C
LUMO level: 0.91 eV
ΔE to the lowest compared entry with this formula, charge and spin: 2.2128 eV
HOMO energy: -8.67 eV

Each line ends with the Löwdin charge.
CARTESIAN COORDINATES (ANGSTROEM)
1 C 0.5457 0.3710 0.3703  -0.365
2 C 1.5956 -0.2748 1.2594  -0.101
3 C -0.5238 1.1128 1.1485  -0.090
4 C -0.2032 -0.9541 -0.4312  -0.320
5 C -0.0844 -0.3763 -1.7630  -0.166
6 C -1.1891 0.0530 -2.4207  0.025
7 N -0.9572 -1.7809 0.1454  0.165
8 H 1.0477 1.0850 -0.2885  0.119
9 H -1.0286 -1.6687 1.1613  0.056
10 H 0.8902 -0.4146 -2.2328  0.109
11 H 2.3140 -0.8448 0.6608  0.078
12 H 2.1618 0.4899 1.8020  0.076
13 H -0.0883 1.9371 1.7224  0.080
14 H -1.0340 0.4577 1.8645  0.072
15 H -1.2770 1.5232 0.4680  0.078
16 H 1.1482 -0.9511 1.9936  0.074
17 H -2.1757 -0.0158 -1.9759  0.059
18 H -1.1418 0.2513 -3.4841  0.049

=====

[8]
Below is a gas-phase ion, C6H11N (charge +1) at a distorted geometry, with properties calculated with ωB97M-V/def2-TZVPD.

Properties
2S+1: 2
orbital gap (alpha / beta): 9.2 / 7.3 eV
net charge: +1
LUMO level (alpha / beta): -4.33 / -6.99 eV
expectation value of S²: 0.787
ΔE to the lowest compared entry with this formula, charge and spin: 2.0018 eV
HOMO energy (alpha / beta): -13.58 / -14.27 eV

Each line ends with the Löwdin charge.
CARTESIAN COORDINATES (ANGSTROEM)
1 C 2.2975 -1.2925 -1.1626  -0.008
2 N 0.7953 -1.0973 -0.9630  0.043
3 C 0.0626 0.0422 -0.4364  -0.217
4 C -1.0343 -0.3775 0.2616  0.006
5 C -2.0569 0.4831 0.8100  -0.146
6 C -2.6881 0.3409 1.9656  0.124
7 C 0.7004 1.3662 -0.4242  0.002
8 H 2.7178 -0.3199 -1.5338  0.094
9 H 2.5875 -1.4415 -0.1242  0.096
10 H 2.6556 -2.0593 -1.8317  0.090
11 H 0.3137 -1.6112 -1.6923  0.145
12 H -1.1976 -1.3183 0.8238  0.147
13 H -1.9022 1.5086 0.4394  0.117
14 H -3.1021 1.2405 2.4488  0.106
15 H -2.7551 -0.6490 2.3808  0.086
16 H 1.7759 1.2329 -0.4670  0.082
17 H 0.4507 1.7527 0.5837  0.107
18 H 0.3797 2.1994 -1.0785  0.125

=====

[9]
Below is a gas-phase ion, C6H11N (charge +1) at a distorted geometry, with properties calculated with ωB97M-V/def2-TZVPD.

Properties
2S+1: 2
orbital gap (alpha / beta): 9.1 / 7.8 eV
net charge: +1
LUMO level (alpha / beta): -4.23 / -6.81 eV
expectation value of S²: 0.772
ΔE to the lowest compared entry with this formula, charge and spin: 1.2371 eV
HOMO energy (alpha / beta): -13.36 / -14.62 eV

Each line ends with the Löwdin charge.
CARTESIAN COORDINATES (ANGSTROEM)
1 C 1.9177 0.7223 -0.4077  -0.026
2 N -0.0709 1.2536 -2.5602  0.194
3 C -0.4271 0.4777 -1.4506  -0.006
4 C 0.4878 0.2545 -0.4257  -0.204
5 C 0.1993 -0.5530 0.7733  -0.056
6 C -1.0282 -0.8658 1.2588  -0.036
7 C -1.2187 -1.3698 2.7139  -0.049
8 H 2.0793 1.3436 0.6594  0.183
9 H 2.1470 1.4126 -1.0749  0.007
10 H 2.7137 -0.0831 -0.3047  0.130
11 H -0.6094 1.0430 -3.2946  0.066
12 H 0.8692 1.1276 -2.8504  0.110
13 H -1.5269 0.3716 -1.1516  0.161
14 H 1.1299 -0.7927 1.3211  0.132
15 H -1.9533 -0.7459 0.6151  0.134
16 H -0.3651 -1.6118 3.3650  0.093
17 H -1.7631 -2.2745 2.6687  0.064
18 H -1.8105 -0.5604 3.1965  0.104

=====

[10]
Below is a molecular structure, C6H11N2 at a distorted geometry, with properties calculated with ωB97M-V/def2-TZVPD.

Properties
2S+1: 1
orbital gap: 10.2 eV
net charge: +1
LUMO level: -3.92 eV
ΔE to the lowest compared entry with this formula, charge and spin: 4.0798 eV
HOMO energy: -14.12 eV

Each line ends with the Löwdin charge.
CARTESIAN COORDINATES (ANGSTROEM)
1 C -2.6383 0.1603 0.4322  -0.163
2 C 0.2664 -0.0676 0.3058  -0.149
3 C -0.7625 -0.9226 -0.4565  -0.160
4 C -0.5276 0.5176 -0.7928  0.088
5 C 2.7320 0.5118 0.2201  -0.063
6 C 1.6804 -0.5708 -0.0245  -0.160
7 N -1.9991 -0.9856 0.2668  0.095
8 N -2.2569 1.2325 -0.2143  0.200
9 H -3.5625 0.0342 1.0080  0.168
10 H -0.0724 0.3078 1.2323  0.148
11 H -0.6447 -1.8202 -1.1386  0.196
12 H -0.2611 0.9750 -1.6626  0.109
13 H 2.4742 1.5907 -0.0356  0.119
14 H 3.5447 0.3565 -0.3762  0.047
15 H 3.0355 0.3883 1.1746  0.041
16 H 1.9832 -1.3956 0.4871  0.098
17 H 1.7878 -0.7348 -1.0154  0.084
18 H -2.4794 -1.8032 0.5436  0.155
19 H -2.2996 2.2256 0.0458  0.146

=====

[11]
Below is 2 unconnected molecules or ions with the total composition C6H11N2 at a distorted geometry, with properties calculated with ωB97M-V/def2-TZVPD.

Properties
2S+1: 1
orbital gap: 9.4 eV
net charge: +1
LUMO level: -3.50 eV
ΔE to the lowest compared entry with this formula, charge and spin: 7.9701 eV
HOMO energy: -12.90 eV

Each line ends with the Löwdin charge.
CARTESIAN COORDINATES (ANGSTROEM)
1 C 2.1788 0.5267 -1.3913  -0.026
2 C -2.0069 0.1008 1.6136  -0.030
3 C -1.6586 1.5571 1.4835  -0.076
4 C 2.5418 0.4191 -0.1831  0.088
5 C 1.0777 -1.5986 -0.8151  -0.086
6 C -1.0031 0.4326 -0.6660  0.121
7 N -1.4388 0.7214 0.4899  -0.145
8 N 1.1382 -0.1561 -0.5848  -0.166
9 H 2.3025 1.0887 -2.3895  0.158
10 H -1.3415 -0.5261 2.2143  0.125
11 H -2.9657 -0.4552 1.6418  0.142
12 H -2.2412 2.4755 1.6254  0.145
13 H -0.7081 1.6865 2.1153  0.160
14 H 3.1343 0.0148 0.5479  0.091
15 H 1.4976 -1.8982 -1.7803  0.099
16 H 0.0386 -2.0215 -0.8152  0.092
17 H 1.7076 -2.0208 -0.1457  0.047
18 H -1.2866 -0.5422 -1.0919  0.124
19 H -0.7520 1.2495 -1.3665  0.138

=====

[12]
Below is a gas-phase ion, C6H11N2O (charge +1) at a distorted geometry, with properties calculated with ωB97M-V/def2-TZVPD.

Properties
2S+1: 1
orbital gap: 10.1 eV
net charge: +1
SMILES: CO[C@H]1[C@H]2[C@H](C)[NH+]=CN21
LUMO level: -3.98 eV
ΔE to the lowest compared entry with this formula, charge and spin: 3.7427 eV
HOMO energy: -14.11 eV

Each line ends with the Löwdin charge.
CARTESIAN COORDINATES (ANGSTROEM)
1 C -0.8964 0.3771 0.0292  0.023
2 C 1.2722 0.9651 -0.6644  -0.054
3 C -0.6992 -0.6842 -1.1113  -0.266
4 C 0.0929 0.5841 1.3342  -0.182
5 C -0.3839 1.6714 2.2596  -0.019
6 C 0.6296 -2.3887 -1.9916  -0.044
7 N 0.0427 0.6329 -1.1953  0.063
8 N 1.2928 1.0497 0.6088  0.123
9 O -0.0917 -1.8307 -0.8943  -0.060
10 H -1.8178 0.9410 -0.1023  0.142
11 H 2.0482 1.1827 -1.4839  0.196
12 H -1.5123 -0.6494 -1.9318  0.196
13 H 0.3004 -0.3694 1.7565  0.145
14 H -1.3136 1.4321 2.5757  0.059
15 H -0.4623 2.6830 1.9803  0.091
16 H 0.2395 1.6943 3.1169  0.087
17 H 1.3869 -1.7875 -2.4214  0.074
18 H 0.1685 -2.7449 -2.9002  0.094
19 H 1.0662 -3.3329 -1.5515  0.126
20 H 2.1866 1.2670 1.1030  0.205